Record 1
{"formula": "C32H27GeI2N2OW", "method": "ωB97M-V/def2-TZVPD", "total_charge": 1, "homo_lumo_gap_ev": [6.908, 6.912], "e_homo_ev": [-10.22, -10.22], "e_above_lowest_ev": 0.1354, "lumo_ev": [-3.31, -3.31], "largest_force_ha_per_bohr": 0.00860, "species": ["W", "I", "C", "C", "C", "I", "C", "O", "C", "C", "N", "C", "C", "C", "C", "C", "C", "N", "C", "H", "H", "H", "H", "H", "H", "H", "H", "H", "H", "H", "C", "Ge", "C", "C", "C", "C", "C", "C", "C", "C", "C", "C", "C", "C", "C", "C", "C", "C", "C", "C", "H", "H", "H", "H", "H", "H", "H", "H", "H", "H", "H", "H", "H", "H", "H", "H"], "positions_angstrom": [[0.42967, -2.19911, -0.86791], [0.74271, -0.72273, 6.12969], [0.85362, -1.65691, 4.27446], [2.09101, -1.96043, 3.72984], [2.17742, -2.54153, 2.46645], [4.03614, -2.83813, 1.58693], [1.01319, -2.82745, 1.77229], [1.01653, -3.38735, 0.52514], [-0.23613, -2.51196, 2.31584], [-1.46086, -2.72722, 1.47073], [-1.39505, -1.87098, 0.23217], [-2.62962, -1.93798, -0.58338], [-2.40179, -2.73169, -1.83132], [-3.44574, -3.28153, -2.55198], [-3.17531, -3.94516, -3.73559], [-1.86125, -4.04667, -4.16745], [-0.86764, -3.48523, -3.39604], [-1.12190, -2.83631, -2.24405], [-0.31157, -1.92508, 3.56641], [2.99895, -1.73409, 4.27178], [-2.36052, -2.45771, 2.02499], [-1.54231, -3.76803, 1.14883], [-1.31029, -0.90680, 0.56470], [-2.88129, -0.91272, -0.86457], [-3.46488, -2.34019, -0.00853], [-4.45806, -3.18737, -2.18318], [-3.97773, -4.38208, -4.31458], [-1.60541, -4.55676, -5.08427], [0.17424, -3.53815, -3.67743], [-1.27575, -1.66365, 3.98252], [0.74693, -0.40530, -1.09633], [0.83541, 1.43031, -0.43936], [2.50619, 1.78936, 0.45722], [3.25221, 2.91635, 0.12086], [4.44214, 3.19409, 0.78271], [4.88957, 2.34965, 1.78675], [4.15365, 1.22219, 2.12834], [2.96936, 0.94398, 1.46440], [-0.67258, 1.42402, 0.81473], [-0.48998, 1.36758, 2.19576], [-1.58194, 1.27025, 3.05120], [-2.87141, 1.22765, 2.54142], [-3.07232, 1.29974, 1.16611], [-1.97885, 1.39972, 0.31556], [0.48686, 2.65213, -1.90410], [-0.26043, 3.81072, -1.69871], [-0.48542, 4.70237, -2.73900], [0.03758, 4.44383, -3.99776], [0.78533, 3.29456, -4.21545], [1.00771, 2.40563, -3.17388], [0.82511, -0.65308, -2.21539], [2.90733, 3.58326, -0.66124], [5.01724, 4.07025, 0.51346], [5.81530, 2.56756, 2.30320], [4.50796, 0.55900, 2.90761], [2.40954, 0.05339, 1.73155], [0.50905, 1.40433, 2.61555], [-1.42585, 1.23471, 4.12296], [-3.71826, 1.16215, 3.21230], [-4.07764, 1.30325, 0.76252], [-2.14463, 1.48554, -0.75530], [-0.67548, 4.02313, -0.71904], [-1.06624, 5.59904, -2.56667], [-0.13487, 5.13822, -4.80954], [1.19873, 3.09435, -5.19547], [1.60231, 1.51709, -3.35945]], "forces_ev_per_a": [[0.094, 0.110, -0.223], [-0.015, 0.014, 0.027], [0.007, -0.022, -0.052], [0.034, -0.033, -0.069], [0.006, 0.064, 0.175], [-0.061, -0.096, -0.015], [-0.214, -0.237, -0.123], [0.340, 0.274, 0.071], [-0.110, 0.112, 0.065], [0.121, -0.070, -0.071], [-0.205, 0.047, 0.181], [0.108, 0.065, 0.055], [0.035, -0.047, -0.070], [-0.043, 0.020, 0.022], [0.027, -0.010, -0.022], [-0.002, 0.003, -0.008], [0.027, 0.030, 0.018], [-0.117, -0.068, 0.047], [0.032, -0.003, 0.030], [-0.008, 0.014, 0.017], [0.006, -0.003, 0.029], [-0.013, 0.012, -0.014], [0.021, 0.004, -0.016], [-0.054, -0.024, -0.027], [-0.005, -0.001, 0.003], [0.001, 0.001, -0.005], [-0.009, 0.002, 0.008], [0.009, 0.001, 0.002], [-0.004, -0.004, -0.016], [-0.004, 0.005, -0.002], [0.128, 0.029, -0.030], [-0.149, -0.089, -0.046], [0.023, 0.011, 0.014], [0.037, 0.019, 0.041], [-0.056, 0.004, -0.036], [0.020, -0.018, 0.034], [0.013, 0.009, 0.001], [0.037, 0.003, -0.015], [0.051, 0.041, 0.021], [-0.031, -0.029, -0.010], [-0.010, -0.005, 0.077], [-0.009, 0.000, -0.087], [0.019, 0.002, 0.086], [-0.015, 0.016, -0.071], [0.008, -0.006, -0.015], [-0.024, 0.003, 0.029], [0.009, -0.006, -0.008], [0.001, -0.012, 0.000], [-0.002, 0.016, -0.004], [0.009, 0.002, -0.011], [-0.079, -0.127, 0.019], [0.000, -0.001, -0.005], [0.003, 0.001, 0.002], [-0.001, -0.003, 0.002], [0.001, -0.008, 0.000], [-0.026, -0.003, -0.009], [0.002, 0.001, -0.005], [0.030, -0.004, -0.010], [-0.006, 0.001, -0.003], [-0.003, -0.001, 0.003], [0.010, -0.006, 0.003], [0.006, 0.005, -0.005], [0.000, 0.001, 0.005], [-0.002, 0.002, 0.003], [0.000, 0.000, 0.001], [-0.001, -0.004, 0.013]]}



Record 2
{"formula": "C12H12CuN5O3S3", "method": "ωB97M-V/def2-TZVPD", "total_charge": 0, "homo_lumo_gap_ev": 7.069, "e_homo_ev": -7.60, "e_above_lowest_ev": 0.0000, "lumo_ev": -0.54, "largest_force_ha_per_bohr": 0.02584, "species": ["Cu", "N", "C", "N", "C", "C", "S", "C", "C", "S", "C", "N", "N", "H", "H", "H", "H", "H", "H", "N", "C", "C", "C", "C", "C", "C", "S", "O", "O", "O", "H", "H", "H", "H", "H", "H"], "positions_angstrom": [[0.71976, -1.27652, -0.61255], [3.43176, -1.28542, -2.84375], [3.66276, -1.25572, -1.52215], [2.72696, -1.26522, -0.61915], [3.23436, -1.26582, 0.66275], [4.59306, -1.25282, 0.72405], [5.27856, -1.23922, -0.86465], [2.27996, -1.23842, 1.74975], [2.50196, -1.32272, 3.08785], [1.02486, -1.15892, 3.96795], [0.17576, -0.98252, 2.43965], [0.95986, -1.06702, 1.40655], [-1.15584, -0.84452, 2.37065], [2.49596, -1.07452, -3.15105], [4.19426, -1.12952, -3.47865], [5.24096, -1.24132, 1.57535], [3.42026, -1.47502, 3.61275], [-1.65984, -0.56802, 3.19625], [-1.54384, -0.55372, 1.47845], [-1.06144, -1.41242, -1.48985], [-1.70084, -0.17212, -1.07595], [-2.94814, -0.17372, -0.46695], [-3.53144, 1.04058, -0.11505], [-2.86084, 2.21858, -0.36385], [-1.60954, 2.21098, -0.94845], [-1.01694, 1.01668, -1.30585], [-3.66604, 3.85068, -0.21295], [-4.76754, 3.63968, 0.70905], [-2.60264, 4.71558, 0.26995], [-4.04564, 4.05588, -1.60435], [-1.63814, -2.20842, -1.22355], [-0.97284, -1.41412, -2.50485], [-3.46734, -1.11092, -0.29625], [-4.51214, 1.09638, 0.33525], [-1.14214, 3.16568, -1.11625], [-0.03774, 0.97798, -1.77025]], "forces_ev_per_a": [[-0.050, -0.137, -0.252], [-0.064, -0.023, -0.357], [0.646, 0.002, 0.358], [-0.516, -0.013, -0.204], [1.327, 0.032, -0.065], [-0.424, -0.046, -0.177], [-0.558, -0.044, 0.002], [-0.075, -0.010, 1.280], [-0.133, 0.014, -0.408], [-0.174, 0.091, -0.595], [0.390, -0.185, 0.766], [-0.253, 0.072, -0.396], [-0.291, 0.047, -0.108], [0.074, -0.016, -0.070], [-0.115, 0.046, -0.073], [0.046, 0.019, 0.268], [0.304, -0.008, 0.084], [-0.037, 0.033, -0.082], [-0.036, 0.090, 0.131], [0.011, 0.012, -0.151], [-0.180, 0.045, 0.000], [0.146, -0.056, -0.073], [0.011, -0.093, 0.148], [-0.458, 0.707, -0.063], [0.223, -0.121, -0.036], [-0.082, -0.164, 0.084], [0.075, -0.421, -0.078], [0.108, -0.039, -0.071], [-0.114, -0.075, -0.064], [0.006, 0.138, 0.291], [0.164, 0.108, -0.117], [-0.139, -0.164, 0.179], [-0.048, -0.022, -0.028], [-0.085, -0.062, 0.026], [0.229, 0.137, -0.097], [0.073, 0.107, -0.053]]}



Record 3
{"formula": "C3H6N2OS", "method": "ωB97M-V/def2-TZVPD", "total_charge": 0, "homo_lumo_gap_ev": 8.916, "e_homo_ev": -8.61, "e_above_lowest_ev": 1.4746, "smiles": "[H]/N=C(/NC=S)OC", "lumo_ev": 0.30, "largest_force_ha_per_bohr": 0.02986, "species": ["H", "N", "C", "N", "C", "S", "O", "C", "H", "H", "H", "H", "H"], "positions_angstrom": [[1.73500, 1.50625, 0.09694], [0.76293, 1.70783, 0.03583], [0.06899, 0.65156, -0.01965], [-1.33099, 0.79458, -0.06998], [-2.24569, -0.20744, -0.13499], [-3.89400, -0.08871, 0.07964], [0.38627, -0.65004, -0.02917], [1.75642, -0.96276, 0.06633], [-1.67986, 1.71853, 0.00812], [-1.83853, -1.16317, -0.36029], [2.35524, -0.55713, -0.72187], [1.78963, -2.04118, -0.00925], [2.13460, -0.70832, 1.05834]], "forces_ev_per_a": [[0.962, -0.057, 0.047], [-0.653, -0.442, -0.019], [-1.068, 0.520, -0.103], [-0.135, -1.213, -0.098], [-1.353, 0.606, 0.245], [1.497, 0.253, -0.232], [-0.064, 0.425, -0.201], [0.022, -0.949, 0.865], [-0.162, 0.911, 0.202], [0.489, -0.637, -0.028], [0.259, 0.538, -0.488], [0.086, -0.216, -0.072], [0.121, 0.262, -0.119]]}



Please write out number 2 again, unchanged.
{"formula": "C12H12CuN5O3S3", "method": "ωB97M-V/def2-TZVPD", "total_charge": 0, "homo_lumo_gap_ev": 7.069, "e_homo_ev": -7.60, "e_above_lowest_ev": 0.0000, "lumo_ev": -0.54, "largest_force_ha_per_bohr": 0.02584, "species": ["Cu", "N", "C", "N", "C", "C", "S", "C", "C", "S", "C", "N", "N", "H", "H", "H", "H", "H", "H", "N", "C", "C", "C", "C", "C", "C", "S", "O", "O", "O", "H", "H", "H", "H", "H", "H"], "positions_angstrom": [[0.71976, -1.27652, -0.61255], [3.43176, -1.28542, -2.84375], [3.66276, -1.25572, -1.52215], [2.72696, -1.26522, -0.61915], [3.23436, -1.26582, 0.66275], [4.59306, -1.25282, 0.72405], [5.27856, -1.23922, -0.86465], [2.27996, -1.23842, 1.74975], [2.50196, -1.32272, 3.08785], [1.02486, -1.15892, 3.96795], [0.17576, -0.98252, 2.43965], [0.95986, -1.06702, 1.40655], [-1.15584, -0.84452, 2.37065], [2.49596, -1.07452, -3.15105], [4.19426, -1.12952, -3.47865], [5.24096, -1.24132, 1.57535], [3.42026, -1.47502, 3.61275], [-1.65984, -0.56802, 3.19625], [-1.54384, -0.55372, 1.47845], [-1.06144, -1.41242, -1.48985], [-1.70084, -0.17212, -1.07595], [-2.94814, -0.17372, -0.46695], [-3.53144, 1.04058, -0.11505], [-2.86084, 2.21858, -0.36385], [-1.60954, 2.21098, -0.94845], [-1.01694, 1.01668, -1.30585], [-3.66604, 3.85068, -0.21295], [-4.76754, 3.63968, 0.70905], [-2.60264, 4.71558, 0.26995], [-4.04564, 4.05588, -1.60435], [-1.63814, -2.20842, -1.22355], [-0.97284, -1.41412, -2.50485], [-3.46734, -1.11092, -0.29625], [-4.51214, 1.09638, 0.33525], [-1.14214, 3.16568, -1.11625], [-0.03774, 0.97798, -1.77025]], "forces_ev_per_a": [[-0.050, -0.137, -0.252], [-0.064, -0.023, -0.357], [0.646, 0.002, 0.358], [-0.516, -0.013, -0.204], [1.327, 0.032, -0.065], [-0.424, -0.046, -0.177], [-0.558, -0.044, 0.002], [-0.075, -0.010, 1.280], [-0.133, 0.014, -0.408], [-0.174, 0.091, -0.595], [0.390, -0.185, 0.766], [-0.253, 0.072, -0.396], [-0.291, 0.047, -0.108], [0.074, -0.016, -0.070], [-0.115, 0.046, -0.073], [0.046, 0.019, 0.268], [0.304, -0.008, 0.084], [-0.037, 0.033, -0.082], [-0.036, 0.090, 0.131], [0.011, 0.012, -0.151], [-0.180, 0.045, 0.000], [0.146, -0.056, -0.073], [0.011, -0.093, 0.148], [-0.458, 0.707, -0.063], [0.223, -0.121, -0.036], [-0.082, -0.164, 0.084], [0.075, -0.421, -0.078], [0.108, -0.039, -0.071], [-0.114, -0.075, -0.064], [0.006, 0.138, 0.291], [0.164, 0.108, -0.117], [-0.139, -0.164, 0.179], [-0.048, -0.022, -0.028], [-0.085, -0.062, 0.026], [0.229, 0.137, -0.097], [0.073, 0.107, -0.053]]}